<A>
Density functional theory data (wB97M-V/def2-TZVPD) for a 2-piece molecular cluster, C8H14NO2 overall.

XYZ file:
```
25
Properties=species:S:1:pos:R:3:nbo_charge:R:1
C 1.6431 -2.5010 0.3655 -0.28
C 0.5839 -1.8898 -0.2169 -0.30
C -2.7393 1.3116 0.1039 -0.44
C -1.2337 1.3106 -0.1705 -0.20
C -2.6371 -0.2053 0.2752 -0.20
C 2.4930 0.5828 -1.1335 -0.15
C 1.8648 0.8990 0.1375 0.52
C -0.1832 -0.9193 0.4261 -0.08
N -1.2242 -0.1941 -0.2568 -0.38
O 2.8245 -0.0476 0.1217 -0.45
O 1.7634 1.9454 0.9391 -0.67
H 2.2370 -3.2200 -0.1659 0.22
H 1.8836 -2.3340 1.4007 0.20
H 0.3626 -2.0941 -1.2590 0.21
H -3.0530 1.8669 0.9821 0.24
H -3.3412 1.6244 -0.7448 0.23
H -0.8879 1.7982 -1.0782 0.23
H -0.6333 1.6496 0.6715 0.25
H -2.6465 -0.5338 1.3132 0.23
H -3.3187 -0.8197 -0.3090 0.24
H 1.9787 -0.0614 -1.8336 0.19
H 3.2780 1.2106 -1.5427 0.21
H -0.1350 -0.7532 1.4875 0.22
H -1.2134 -0.4899 -1.2358 0.43
H 2.3340 1.8642 1.7228 0.51
```

Properties
Molecular weight = 156.21 g mol⁻¹
Total charge = +1
E_HOMO (alpha / beta) = -0.409 / -0.425 Ha
Kohn-Sham gap (alpha / beta) = 7.1 / 8.5 eV
E_LUMO (alpha / beta) = -4.066 / -3.020 eV

***

<B>
Density functional theory data (wB97M-V/def2-TZVPD) for an isolated ion of composition C8H14NO2 and charge +1.

XYZ file:
```
25
Properties=species:S:1:pos:R:3:nbo_charge:R:1
C 0.5220 -0.6801 0.2701 0.43
C -0.8008 -1.1442 -0.2132 -0.47
C 3.4249 -0.2421 0.6857 0.05
C -1.7004 0.1198 -0.1339 -0.32
C -0.9558 1.3479 0.1130 0.33
C 1.5210 -0.2962 -0.7593 0.16
C -2.8133 -0.0083 0.9446 -0.59
C 1.3819 -0.3764 -2.2747 -0.67
N -0.7087 1.7793 1.3006 -0.60
O 0.6935 -0.5536 1.4874 -0.64
O 2.7733 -0.2988 -0.4600 -0.34
H -0.8768 -1.6075 -1.1419 0.24
H -0.9077 -1.9717 0.5099 0.27
H 4.4325 -0.2529 0.6185 0.18
H 2.8243 -0.4546 1.6292 0.21
H -2.0898 0.1771 -1.1452 0.25
H -0.5724 1.8043 -0.7390 0.23
H -3.5543 0.8898 1.1040 0.23
H -2.2546 -0.1502 1.8292 0.19
H -3.4180 -0.8307 0.7552 0.25
H 1.9736 0.4514 -2.7282 0.24
H 0.3619 -0.1590 -2.6225 0.22
H 1.8983 -1.2078 -2.6694 0.24
H -1.1041 1.1712 2.0813 0.45
H -0.0502 2.4934 1.5587 0.45
```

Properties
Molecular weight = 156.21 g mol⁻¹
Total charge = +1
E_HOMO (alpha / beta) = -0.425 / -0.422 Ha
Kohn-Sham gap (alpha / beta) = 6.8 / 6.9 eV
E_LUMO (alpha / beta) = -4.801 / -4.601 eV

***

Going by the computed energies, the most stable comes first: <B>, <A>.

***

<A>
Density functional theory data (wB97M-V/def2-TZVPD) for a 2-piece molecular cluster, C4H3NO overall.

XYZ file:
```
9
Properties=species:S:1:pos:R:3:nbo_charge:R:1
C -1.3489 0.2899 0.4275 0.08
C 1.9893 -0.4053 -0.5801 -0.19
C 1.6009 0.1319 0.4173 -0.25
C -1.0061 -0.8940 -0.0965 0.50
N -1.7616 1.4189 0.4265 -0.53
O -1.0310 -2.0721 -0.1000 -0.43
H 1.9419 -0.6381 -1.5397 0.21
H -1.9541 1.8901 -0.4455 0.36
H 1.5696 0.2786 1.4906 0.25
```

Properties
Molecular weight = 81.07 g mol⁻¹
E_HOMO (alpha / beta) = -0.303 / -0.303 Ha
Kohn-Sham gap (alpha / beta) = 7.5 / 7.5 eV
E_LUMO (alpha / beta) = -0.757 / -0.758 eV

***

<B>
Density functional theory data (wB97M-V/def2-TZVPD) for one molecule with the formula C4H3NO.

XYZ file:
```
9
Properties=species:S:1:pos:R:3:nbo_charge:R:1
C 0.7122 -0.4639 -0.6340 -0.34
C 1.1893 0.5523 0.0979 0.17
C -0.7026 -0.4628 -0.3309 0.06
C -0.9222 0.9032 0.2805 0.21
N -1.5864 -1.1734 0.2021 -0.47
O 0.2799 1.4217 0.5729 -0.46
H 1.2917 -1.1808 -1.1881 0.25
H 2.1125 0.8404 0.4990 0.21
H -2.3744 -0.4368 0.5005 0.37
```

Properties
Molecular weight = 81.07 g mol⁻¹
E_HOMO = -0.343 Ha
Kohn-Sham gap = 8.7 eV
E_LUMO = -0.611 eV

***

Going by the computed energies, the most stable comes first: <B>, <A>.

***

<A>
Density functional theory data (wB97M-V/def2-TZVPD) for one molecule with the formula C4H3NO.

XYZ file:
```
9
Properties=species:S:1:pos:R:3:nbo_charge:R:1
O 1.5236 0.0308 0.8974 -0.68
C 0.4169 0.8835 1.0718 -0.14
C -0.5398 0.6680 -0.0248 0.12
C -1.2341 0.0684 -0.8096 -0.15
C -1.9128 -0.9589 -1.4351 0.22
N -2.3863 -1.9445 -1.8201 -0.26
H 1.1844 -0.8641 0.7561 0.47
H 0.7964 1.9041 1.1314 0.22
H -0.1335 0.6651 2.0001 0.20
```

Properties
Molecular weight = 81.07 g mol⁻¹
E_HOMO = -0.395 Ha
Kohn-Sham gap = 11.0 eV
E_LUMO = 0.269 eV

***

<B>
Density functional theory data (wB97M-V/def2-TZVPD) for one molecule with the formula C4H3NO.

XYZ file:
```
9
Properties=species:S:1:pos:R:3:nbo_charge:R:1
C -0.7720 -0.7607 -0.7408 -0.19
C 0.2393 0.1154 -0.2685 0.13
C 1.0926 0.9131 0.1536 -0.15
C 2.0831 1.5150 0.9746 0.23
H -2.2908 -0.5505 0.3869 0.46
H -1.4458 -0.2775 -1.5229 0.21
H -0.2610 -1.6488 -1.1516 0.23
N 2.8051 2.0277 1.7973 -0.26
O -1.4505 -1.3336 0.3714 -0.66
```

Properties
Molecular weight = 81.07 g mol⁻¹
E_HOMO = -0.386 Ha
Kohn-Sham gap = 10.4 eV
E_LUMO = -0.096 eV

***

<C>
Density functional theory data (wB97M-V/def2-TZVPD) for C4H3NO as an isolated structure.

XYZ file:
```
9
Properties=species:S:1:pos:R:3:nbo_charge:R:1
C -1.2783 0.4708 -0.1631 0.79
C -0.3352 -0.5888 -0.6001 -0.10
N -1.0547 -1.3849 0.2304 -0.82
C 0.9012 0.4098 -0.1271 -0.12
C 1.9595 0.7877 0.3166 -0.20
O -1.9075 1.3841 0.1619 -0.42
H -0.9703 -1.3768 1.2380 0.38
H -0.2556 -0.7589 -1.6677 0.25
H 2.9409 1.0570 0.6111 0.24
```

Properties
Molecular weight = 81.07 g mol⁻¹
E_HOMO = -0.314 Ha
Kohn-Sham gap = 9.2 eV
E_LUMO = 0.658 eV

***

Going by the computed energies, the most stable comes first: <A>, <B>, <C>.

***

<A>
Density functional theory data (wB97M-V/def2-TZVPD) for a 40-piece molecular cluster, H80O40 overall.

XYZ file:
```
120
Properties=species:S:1:pos:R:3:lowdin_spin:R:1
H 6.0042 1.8170 -0.4920 0.00
H 5.1888 0.6058 -1.2015 0.01
O 6.0338 0.8830 -0.6446 0.01
H 1.3065 -3.2799 -5.2510 0.01
H 0.0306 -2.4590 -5.8362 0.01
O 0.3919 -3.2387 -5.4765 0.02
H 0.4103 0.4081 4.2684 0.00
H 0.5767 1.8544 4.9660 0.00
O -0.0557 1.2557 4.4988 0.01
H -0.1685 3.8582 3.6716 0.00
H -1.1374 2.7911 3.3704 0.00
O -0.8564 3.7223 3.0557 0.01
H 5.1248 -1.7849 0.0093 0.01
H 3.6912 -1.7608 -0.6704 0.01
O 4.3456 -1.2732 -0.2179 0.02
H 4.7866 -2.0249 3.9530 0.01
O 4.2324 -1.2920 4.1334 0.01
H 0.7619 -3.4010 0.0138 0.01
O 0.9170 -3.3262 -0.9155 0.02
H 4.1509 0.2766 0.8786 0.00
H 5.3272 1.1695 1.1593 0.00
O 4.6173 0.6766 1.6698 0.01
H -2.3586 2.5515 -0.4043 0.01
H -1.3025 1.5176 -0.7518 0.01
O -1.9170 1.7874 -0.0675 0.02
H -3.2864 5.6919 -1.3333 0.00
H -3.4779 4.2928 -1.7665 0.00
O -3.1666 5.1628 -2.1248 0.01
H -2.8983 -2.8395 -4.6762 0.01
H -1.6316 -3.0537 -5.2803 0.00
O -2.3154 -2.3736 -5.2481 0.02
H -0.5504 -5.2118 -1.9455 0.00
O -0.2618 -5.4915 -1.0549 0.02
H -2.4427 -5.8120 1.9963 0.00
H -2.8816 -4.7396 0.9008 0.00
O -2.6699 -5.6389 1.1123 0.01
H -0.7260 -4.7417 -4.0354 0.01
H -0.3675 -3.2464 -3.9022 0.00
O -0.9098 -3.9953 -3.4429 0.02
H 0.9241 0.4893 -0.7473 0.01
H 1.6704 -0.6396 0.1711 0.02
O 1.7651 0.1635 -0.4095 0.03
H -6.7019 -0.1852 -0.1648 0.00
H -6.0967 -1.6445 0.2668 0.00
O -6.8523 -1.1552 0.0290 0.00
H 3.2248 -4.5118 2.2785 0.01
H 3.1455 -4.7106 3.7507 0.01
O 3.0059 -4.0145 3.0854 0.03
H 2.8895 1.3359 3.6578 0.00
H 3.3246 2.1027 2.4904 0.00
O 2.7656 2.2353 3.3144 0.01
H 0.4897 5.6273 4.0582 0.00
O 1.1397 5.8422 3.3992 0.00
H -3.5633 1.2153 -2.3116 0.01
H -4.5708 0.7696 -3.2581 0.01
O -4.4410 0.7948 -2.2770 0.02
H -0.4747 -0.9294 -3.1861 0.01
O 0.3174 -1.4472 -3.2022 0.02
H 1.2795 -2.2404 4.8442 0.01
H 2.4508 -2.0761 4.0445 0.00
O 1.6155 -1.4986 4.1998 0.02
H 1.9491 2.3612 -5.3027 0.01
H 1.7096 3.7737 -5.0909 0.01
O 2.3926 3.1412 -4.8648 0.02
H -1.7700 6.2589 2.0878 0.00
H -1.0390 5.4804 0.9502 0.00
O -1.5087 6.3232 1.1987 0.00
H 3.1093 4.4819 -1.9038 0.00
H 2.6896 4.0003 -3.3446 0.00
O 2.3815 4.1225 -2.3954 0.01
H -0.4827 -1.5703 2.9044 0.00
H 0.6432 -2.5825 2.7537 0.01
O -0.3175 -2.5012 2.7916 0.02
H 2.6937 -4.1423 -1.4623 0.01
H 3.4127 -3.8001 -0.1068 0.01
O 3.5151 -4.0936 -0.9711 0.02
H -1.4890 -1.0635 1.2932 0.01
H -2.3751 0.1926 1.2986 0.00
O -2.3469 -0.7426 1.5953 0.01
H 0.7328 0.3410 1.2814 0.01
H -0.2860 1.5824 1.3225 0.01
O -0.0714 0.6304 1.7309 0.02
H -0.8187 1.9275 -3.3240 0.01
H -1.5078 0.5767 -3.2591 0.01
O -0.9134 1.1250 -2.7384 0.02
H -4.6185 2.8287 -1.3604 0.00
H -4.6692 2.2049 0.0583 0.00
O -4.6007 3.1155 -0.4348 0.01
H -3.8161 -3.2247 -0.1276 0.00
O -2.9145 -3.1361 0.3373 0.01
H 0.5337 -5.7246 1.2538 0.00
H 0.9398 -4.6435 2.2855 0.01
O 1.2569 -5.4452 1.7854 0.02
H 2.0146 5.5598 3.5947 0.00
H 4.2027 -0.9433 3.1470 0.01
H 0.6735 -1.6639 -2.3682 0.01
H 0.1294 -3.8404 -1.2549 0.00
H 0.1089 -6.3710 -1.0698 0.01
H -2.8373 -2.1916 0.7202 0.00
O -2.1013 2.4859 -4.7402 0.03
H -1.8765 3.1895 -4.1204 0.01
H -2.5297 2.8730 -5.4946 0.01
O -3.1097 -5.5813 -2.1623 0.01
H -2.6017 -5.3951 -1.3609 0.00
H -2.3147 -5.4622 -2.7204 0.00
O -0.0781 3.5597 -2.8108 0.02
H 0.2749 4.4491 -2.9621 0.01
H -0.2742 3.5997 -1.8972 0.01
O -4.8916 0.1169 1.4891 0.00
H -5.4753 -0.6003 1.4256 0.00
H -4.1180 -0.2872 1.9402 0.00
O -2.7626 1.5528 4.8618 0.00
H -3.5172 2.0275 5.2757 0.00
H -2.2294 1.4254 5.7175 0.00
O 2.1583 4.3815 1.7672 0.01
H 1.8613 3.4680 2.1546 0.00
H 1.5900 5.1420 2.1969 0.00
O 5.4093 3.6616 0.4904 0.01
H 5.2505 4.2521 -0.2391 0.00
H 4.8067 3.9338 1.2267 0.00
```

Properties
Molecular weight = 720.60 g mol⁻¹
Total charge = -1
E_HOMO (alpha / beta) = -0.007 / -0.305 Ha
2S+1 = 2
⟨S²⟩ = 0.75
Kohn-Sham gap (alpha / beta) = 1.8 / 10.0 eV
E_LUMO (alpha / beta) = 1.649 / 1.698 eV

***

<B>
Density functional theory data (wB97M-V/def2-TZVPD) for a 40-piece molecular cluster, H80O40 overall.

XYZ file:
```
120
Properties=species:S:1:pos:R:3:lowdin_spin:R:1
H 4.8696 -3.9628 1.2241 0.00
H 3.5293 -3.6842 0.9218 0.00
O 4.3717 -3.2077 0.8544 0.00
H -2.0252 -3.0516 -3.1715 0.00
H -0.5840 -2.9953 -2.5887 0.00
O -1.5226 -2.9664 -2.3236 0.01
H 0.4884 2.8047 1.3103 0.00
H 0.9292 3.8747 0.0980 0.01
O 0.2932 3.5398 0.7294 0.03
H 2.9475 2.3762 0.9038 0.00
H 3.8988 3.4165 0.3755 0.01
O 3.8959 2.5305 0.7655 0.01
H -1.4265 1.3110 -5.2612 0.02
H -1.9720 0.1140 -6.1149 0.01
O -1.8961 1.0681 -6.0636 0.03
H 2.0860 1.5973 -3.6529 0.01
O 2.3684 1.8919 -4.5275 0.02
H 0.7986 -2.7208 3.4430 0.00
O 1.4902 -3.1420 3.9510 0.00
H -1.4604 -0.3776 5.5297 0.00
H -0.8161 -1.6774 4.7852 0.00
O -1.5699 -1.2714 5.2104 0.00
H 0.1057 -3.6838 -0.4233 0.00
H 1.3349 -4.5654 0.0915 0.00
O 1.0480 -3.6993 -0.2182 0.00
H -1.1723 -2.2390 2.5712 0.00
H -0.3908 -1.3054 1.5976 0.00
O -0.6166 -1.4351 2.5385 0.00
H -3.4875 -2.0439 -1.0020 0.00
H -4.0318 -0.5307 -1.2166 0.00
O -3.8024 -1.2259 -0.5889 0.01
H 1.1788 -0.5066 0.2869 0.00
O 1.1740 0.0521 1.0602 0.01
H -3.0511 -0.0713 1.2025 0.00
H -2.5957 -0.0128 2.7022 0.00
O -3.1683 0.3921 2.0371 0.00
H 1.6420 4.5148 -3.0367 0.02
H 1.0214 5.4698 -2.0496 0.01
O 1.8283 4.9529 -2.1928 0.04
H 1.2220 -0.3570 -2.0397 0.01
H 1.4686 -1.7028 -2.7381 0.00
O 1.4135 -1.2927 -1.8687 0.01
H 4.0130 -3.5712 -2.5262 0.00
H 3.4202 -2.0937 -2.9914 0.00
O 3.3197 -3.0731 -2.9573 0.00
H -3.4214 4.5072 2.3625 0.00
H -2.6037 5.5439 1.6501 0.01
O -3.4867 5.3993 2.0041 0.02
H 1.5347 -4.4990 -2.5491 0.00
H 0.1233 -4.9123 -2.1488 0.00
O 0.6056 -4.4295 -2.8248 0.00
H -1.8080 1.2867 0.0496 0.01
O -1.1518 1.5331 0.7362 0.02
H -2.3241 -6.2958 0.6872 0.00
H -1.1190 -5.3494 0.3701 0.00
O -2.0603 -5.5151 0.1960 0.00
H 3.8977 -0.0660 1.6590 0.00
O 3.7110 -0.9709 1.9167 0.00
H -4.9164 1.7304 1.6916 0.00
H -6.0844 1.0059 2.6126 0.00
O -5.8402 1.6238 1.9287 0.00
H -0.1534 1.7194 -1.6911 0.02
H 0.2669 2.0247 -3.2826 0.03
O 0.2382 1.4114 -2.5320 0.07
H -1.3568 6.0954 0.0402 0.01
H -0.1053 5.0224 -0.4258 0.02
O -0.4536 5.8134 -0.0457 0.03
H -5.9741 1.3688 -1.3122 0.00
H -5.1062 2.6940 -1.0972 0.01
O -5.0828 1.7819 -1.3948 0.03
H -1.9209 -4.0428 1.8398 0.00
H -2.5402 -4.0782 3.0426 0.00
O -1.6114 -3.9394 2.7735 0.00
H -2.5400 0.7845 -1.9788 0.02
H -1.0931 0.5858 -2.1094 0.01
O -1.8170 0.4040 -1.4506 0.04
H 0.4951 -0.4682 3.4371 0.00
H 1.1933 0.8197 3.8303 0.00
O 1.2846 -0.1374 3.9279 0.00
H 4.3180 -0.1330 4.1770 0.00
H 4.0919 -0.5749 5.5898 0.00
O 4.4919 0.1432 5.0877 0.00
H -0.0270 -6.7514 1.5960 0.00
H 0.6527 -5.2372 1.7945 0.00
O 0.4528 -6.0046 1.2425 0.00
H -1.6322 -1.2437 -0.3900 0.00
H -0.1436 -1.6717 -0.6910 0.00
O -0.8962 -1.7988 -0.0907 0.01
H -1.9211 3.4387 4.8680 0.00
O -1.0840 3.3215 4.4064 0.01
H -6.8170 0.2798 0.5499 0.00
H -5.6856 -0.5204 -0.1854 0.00
O -6.5586 -0.1304 -0.2803 0.00
H -0.9483 0.6756 1.1213 0.00
H 2.8240 1.0932 -4.8245 0.00
H 4.4429 -1.5853 1.9689 0.00
H 2.4074 -2.8994 3.9637 0.00
H 1.8038 0.0310 1.7828 0.00
H -1.2913 3.4883 3.4795 0.00
O 3.1882 3.0891 3.2868 0.00
H 3.8935 2.7843 2.7014 0.00
H 2.6814 3.7871 2.8105 0.00
O 2.2425 5.0760 1.9033 0.02
H 2.5397 5.2690 1.0078 0.01
H 1.3790 5.4990 2.0007 0.01
O -3.1188 -4.3163 -3.7705 0.00
H -3.6163 -4.3026 -2.9396 0.00
H -2.6112 -5.1259 -3.5730 0.00
O 3.8911 -0.6255 -2.7402 0.01
H 3.7808 -0.9112 -1.8161 0.00
H 4.2363 0.2735 -2.6409 0.00
O 4.3196 2.1240 -1.8053 0.01
H 4.4408 2.8163 -2.4664 0.00
H 4.4026 2.5842 -0.9463 0.00
O 1.7148 -1.2849 -5.1823 0.01
H 1.3928 -2.0754 -4.7289 0.00
H 1.9081 -1.6117 -6.0673 0.00
O -1.3944 4.6842 -3.4291 0.08
H -1.2112 4.0048 -2.7454 0.05
H -2.3651 4.7204 -3.2183 0.03
```

Properties
Molecular weight = 720.60 g mol⁻¹
Total charge = -1
E_HOMO (alpha / beta) = -0.024 / -0.272 Ha
2S+1 = 2
⟨S²⟩ = 0.75
Kohn-Sham gap (alpha / beta) = 1.8 / 8.5 eV
E_LUMO (alpha / beta) = 1.118 / 1.072 eV

***

Going by the computed energies, the most stable comes first: <B>, <A>.

***

<A>
Density functional theory data (wB97M-V/def2-TZVPD) for a 2-piece molecular cluster, C3H6O3S overall.

XYZ file:
```
13
Properties=species:S:1:pos:R:3:nbo_charge:R:1
C -2.0173 0.4855 2.3603 -0.35
C -0.8605 0.1799 1.8542 -0.47
C 2.1019 -0.1494 -2.7332 0.31
O 1.1126 0.8413 0.2696 -0.93
O -0.4323 -1.1101 -0.2296 -0.89
O 1.0518 -0.7215 -2.5298 -0.53
S -0.3439 0.5537 0.2214 1.46
H -2.2338 0.2005 3.4475 0.22
H -2.8334 0.9506 1.6969 0.21
H -0.0798 -0.2729 2.5461 0.24
H 3.0609 -0.5687 -2.5223 0.11
H 2.1377 0.8014 -3.1854 0.11
H -0.6640 -1.1901 -1.1958 0.51
```

Properties
Molecular weight = 122.14 g mol⁻¹
E_HOMO = -0.355 Ha
Kohn-Sham gap = 10.3 eV
E_LUMO = 0.697 eV

***

<B>
Density functional theory data (wB97M-V/def2-TZVPD) for one molecule with the formula C3H6O3S.

XYZ file:
```
13
Properties=species:S:1:pos:R:3:nbo_charge:R:1
C -0.4617 -0.4852 -0.5998 -0.58
C -0.0653 -1.0740 0.6844 0.46
C 0.2930 0.8798 -0.6814 -0.08
O -0.2958 1.1297 1.9162 -0.84
O 1.0857 -1.2925 0.9636 -0.58
O 1.6739 0.7514 -0.6368 -0.72
S -0.3153 2.0804 0.5636 0.48
H -0.2030 -1.3011 -1.3191 0.26
H -1.5481 -0.1726 -0.8507 0.26
H 0.6640 1.0138 2.0479 0.49
H -0.9318 -1.3289 1.5258 0.14
H 0.2636 1.5129 -1.6366 0.23
H 1.8092 0.0266 -0.0535 0.48
```

Properties
Molecular weight = 122.14 g mol⁻¹
E_HOMO = -0.338 Ha
Kohn-Sham gap = 9.9 eV
E_LUMO = 0.666 eV

***

Going by the computed energies, the most stable comes first: <B>, <A>.